Below is 2 unconnected molecules or ions with the total composition C9H14 in a non-equilibrium geometry, with properties calculated with ωB97M-V with the def2-TZVPD basis set.

Structure (ORCA input):
```
! RIJCOSX wB97M-V def2-TZVPD def2/J DEFGRID3
* xyz 0 1
C 2.68458 -0.36164 0.04298
C 2.19754 -1.76051 0.52809
H 2.57850 0.45755 0.71125
H 3.73988 -0.39662 -0.25385
H 2.13569 0.08052 -0.91599
H 1.79396 -1.55254 1.56594
H 2.95544 -2.49985 0.64361
H 1.44619 -2.15067 -0.08358
C -2.33875 -0.47858 -1.89616
C -2.10277 -0.01731 0.68066
C -1.65733 0.18077 -0.67909
C -1.53686 0.66744 1.78187
C -0.41108 1.54222 1.44416
C -0.53624 0.98824 -0.90261
C 0.09172 1.63496 0.14120
H -3.06500 -0.50428 0.62582
H -1.76540 0.44282 2.80933
H -3.10446 0.19581 -2.22183
H -2.47569 -1.57508 -1.60820
H 0.00297 2.25896 2.13818
H -0.02666 1.26977 -1.86311
H 1.03363 2.18897 0.03871
H -1.63986 -0.61095 -2.72740
*
```

HOMO level in eV: -8.86
E_LUMO in Eh: 0.03799
Energy relative to the best compared isomer or geometry (same formula, charge and spin) in kcal per mole: 37.3
Kohn-Sham gap in Ha: 0.364
Molecular weight in g/mol: 122.211

Atom charges from the Löwdin analysis, given in e for atoms 1 to 8: C -0.17; C -0.14; H 0.02; H 0.05; H 0.09; H 0.08; H 0.04; H 0.03